Entry 1:
DFT (the ωB97M-V functional and the def2-TZVPD basis) results for a cluster of 2 separate species, C3H10O2SSi in total.

Computed properties:
- HOMO energy (alpha / beta) (eV) = -8.773 / -7.758
- E_tot (Ha) = -958.2902
- energy above the lowest of the compared OMol25 structures with the same formula, charge and spin (kcal per mole) = 160.6
- LUMO energy (alpha / beta) (eV) = -0.9 / -1.0

Each line ends with the Mulliken charge.
Geometry (Å):
O -0.24862 -1.77062 -0.69760  -0.37
S -0.82339 -2.27026 0.85228  0.41
H -1.83458 2.19002 -0.97764  0.23
H -1.40492 -0.13982 -1.74722  0.31
H 1.46053 -0.54167 -1.03462  0.29
H 2.77869 -0.52428 2.33011  -0.08
H -0.51605 2.45852 -2.22719  0.27
H -0.06052 2.09712 -0.46879  0.27
C 0.42242 -0.46780 -0.75703  0.19
C -0.48372 0.40045 -1.73114  -0.48
O -2.24990 -1.94385 1.05989  -0.41
H -0.02622 0.34342 -2.72743  0.30
H 0.75621 0.65112 2.48426  -0.06
H 0.34190 -0.01115 0.29591  -0.32
Si 1.38070 -0.68741 2.73805  0.35
C -0.70865 1.89219 -1.31642  -0.84
H 1.21611 -1.67599 3.92457  -0.04

Entry 2:
DFT (the ωB97M-V functional and the def2-TZVPD basis) results for a structure of composition C11H21F6N6O7S3Zr.

Computed properties:
- HOMO energy (eV) = -18.501
- E_tot (Ha) = -3126.9711
- charge = +3
- LUMO energy (eV) = -10.1

Each line ends with the Mulliken charge.
Geometry (Å):
N -0.03040 0.96456 3.38324  -0.43
H -4.20524 2.42604 1.67758  0.34
O 3.12810 -3.14440 -2.06587  -0.54
H 0.20618 -0.71008 -3.15179  0.50
N 1.74186 1.56659 -2.73097  0.09
C -0.19903 0.08549 -2.52612  -1.15
S -1.44136 -1.13613 2.47136  -0.29
H -2.52248 2.90134 1.30638  0.28
C 2.89933 2.31875 -2.21357  -0.97
N -3.44254 1.65291 -0.11485  0.06
H -4.70830 0.52049 -1.39505  0.43
H 1.91219 2.52113 -4.57356  0.35
H -3.87522 3.62159 0.40717  0.40
O -1.35612 0.99822 0.49080  -0.34
H 2.30364 0.78737 -4.60201  0.36
C 0.93231 0.93090 -1.94606  1.00
C -3.50834 2.72023 0.89443  -0.97
O 1.04438 0.94958 -0.66499  -0.58
H 3.78146 1.99069 -2.76013  0.37
H -2.50740 -0.40072 4.88371  0.24
H 0.60717 1.33930 -4.51650  0.36
O -0.92334 -0.54278 -1.44267  -0.32
F 4.88087 -1.20835 -0.96709  -0.18
H 3.02161 2.12743 -1.15450  0.31
C -2.31849 -0.19310 -1.29994  -1.16
H -2.83371 -1.09047 -0.94751  0.48
N 0.81884 0.87457 2.26089  -0.37
H 2.73371 3.37938 -2.39369  0.36
H -5.51552 1.62417 -0.29293  0.37
N 2.19460 -3.69290 0.21497  -0.60
C 0.80870 -4.57026 2.40839  0.63
F 4.73444 -2.46144 0.79521  -0.19
F 0.51719 -5.64677 1.73775  -0.13
F 1.91541 -4.68278 3.08925  -0.14
F -0.18980 -4.16973 3.15882  -0.16
S 2.68483 -2.60573 -0.84647  1.29
N -1.73834 0.22641 4.69668  -0.44
F 3.57071 -0.63273 0.65192  -0.21
C -1.05174 0.10467 3.57737  0.99
H -1.48333 0.86749 5.43578  0.22
C 1.62641 1.54053 -4.20150  -0.91
O -0.21058 -2.84062 0.48194  -0.55
C 4.09769 -1.66809 -0.02442  0.71
Zr 0.20392 -0.56945 0.51934  0.54
H 1.76097 0.63660 2.58452  0.43
O 1.45631 -1.90941 1.86217  -0.62
S 1.08450 -3.18115 1.14719  1.09
H 0.86355 1.79907 1.82587  0.41
C -4.65275 1.50694 -0.94453  -1.04
O 1.63141 -1.53522 -0.92685  -0.42
H 0.22670 1.65313 4.07886  0.25
H -2.72857 0.08152 -2.26901  0.57
H -0.88784 0.69110 -3.11436  0.79
C -2.38938 0.90195 -0.24581  1.12
H -4.66917 2.28217 -1.70885  0.35

Entry 3:
DFT (the ωB97M-V functional and the def2-TZVPD basis) results for a cluster of 5 separate species, C3H14O3S in total.

Computed properties:
- HOMO energy (alpha / beta) (eV) = -14.096 / -14.119
- <S²> = 1.76
- E_tot (Ha) = -746.0772
- multiplicity = 2
- charge = +1
- energy above the lowest of the compared OMol25 structures with the same formula, charge and spin (kcal per mole) = 131.3
- LUMO energy (alpha / beta) (eV) = -7.2 / -8.9

Each line ends with the Mulliken charge.
Geometry (Å):
H -1.04007 1.35365 0.38299  0.28
H -1.95517 -1.33347 0.61467  0.37
H -2.82070 -0.52587 1.65792  0.31
S 3.23369 -0.40928 0.20705  0.47
H -0.82281 1.12447 2.15980  0.29
O -1.19038 -0.93453 -0.90472  -0.46
O -1.14526 1.21806 -2.54551  -0.59
H 0.14939 2.31124 1.40446  0.43
H -1.04429 0.39699 -2.04551  0.35
H 1.29368 0.09903 1.87415  0.43
H -0.39046 1.35315 -3.12882  0.31
H 1.33411 -2.84333 -0.19060  0.33
C -0.33969 1.35097 1.21373  -1.21
H 0.30330 -0.63193 0.65554  0.20
H 1.51005 0.34382 -1.17727  0.29
H 2.27879 1.54882 -0.28243  0.41
H 1.61230 -2.32149 -0.64208  -0.30
C 0.75133 0.31640 0.93677  -0.26
H -1.24172 -1.64893 -1.58424  0.33
O -2.30347 -1.32304 1.51985  -0.63
C 1.82741 0.55526 -0.12576  -0.36

Entry 4:
DFT (the ωB97M-V functional and the def2-TZVPD basis) results for a structure of composition C4H5N4O3.

Computed properties:
- HOMO energy (eV) = -5.203
- E_tot (Ha) = -600.0600
- charge = -1
- energy above the lowest of the compared OMol25 structures with the same formula, charge and spin (kcal per mole) = 97.2
- LUMO energy (eV) = 3.8

Each line ends with the Mulliken charge.
Geometry (Å):
C 1.94868 -0.24698 0.30308  0.01
N -0.32687 2.10113 1.91304  1.17
C -1.28671 -0.97708 -1.32758  -0.36
H 0.82946 -1.24923 -1.78025  0.30
H -2.20948 -1.66106 -1.01084  0.22
H -1.37799 -0.95857 -2.52520  0.20
O -0.94002 1.54806 2.84677  -0.66
N -1.62592 0.27862 -0.66905  -0.51
C 0.18817 -1.36968 -0.89765  -0.43
O 2.89743 -0.89153 -0.21433  -0.68
N -0.65122 1.93984 0.66449  -0.64
N 0.63671 -0.41648 0.03577  -0.20
H 0.14026 -2.36502 -0.47468  0.29
H 2.02627 0.56312 0.96326  0.36
O 0.54744 2.86420 2.12608  -0.63
C -0.79621 0.84067 0.04709  0.56

Entry 5:
DFT (the ωB97M-V functional and the def2-TZVPD basis) results for the molecule C7H5ClO3.

Computed properties:
- HOMO energy (eV) = -9.505
- E_tot (Ha) = -955.5496
- energy above the lowest of the compared OMol25 structures with the same formula, charge and spin (kcal per mole) = 24.0
- LUMO energy (eV) = 0.0

Each line ends with the Mulliken charge.
Geometry (Å):
H 1.74017 3.70031 0.08570  0.42
Cl -3.43685 -1.24724 -0.82138  -0.20
O 2.13236 1.67839 -0.06128  -0.08
C -1.86585 -1.09076 -0.23788  0.53
C 0.78878 1.63877 -0.18416  0.76
H -1.69286 1.08554 -0.88136  0.45
C 0.19292 -2.07046 0.57236  -0.47
O 2.65018 2.99582 -0.04148  -0.44
O 0.15795 2.63908 -0.44646  -0.69
C 0.12679 0.25629 -0.13118  0.28
C 0.82130 -0.87554 0.30181  -0.49
H 0.76829 -2.87595 0.96187  0.42
C -1.20179 -2.12661 0.39293  -0.43
C -1.24411 0.19767 -0.48027  -0.76
H -1.83413 -3.05702 0.57601  0.30
H 1.89685 -0.84830 0.39477  0.39

Entry 6:
DFT (the ωB97M-V functional and the def2-TZVPD basis) results for a structure of composition C22H38N6O3S3Si2V.

Computed properties:
- HOMO energy (alpha / beta) (eV) = -15.199 / -15.199
- E_tot (Ha) = -4132.0872
- charge = +3
- energy above the lowest of the compared OMol25 structures with the same formula, charge and spin (kcal per mole) = 0.0
- LUMO energy (alpha / beta) (eV) = -10.9 / -10.9

Each line ends with the Mulliken charge.
Geometry (Å):
H -1.17925 -1.96385 4.45703  0.33
N 0.06217 -2.36170 -0.98464  0.39
H 1.93856 -3.48298 2.46827  0.37
C 0.48720 5.85730 -1.62260  0.20
H 1.65462 2.36968 1.84982  0.33
C 1.36677 2.27241 -0.86247  -0.68
H 0.78868 -4.51287 1.64103  0.51
H 0.60132 -2.02303 4.53554  0.43
C -2.15842 1.07969 2.43609  -0.66
H 0.13433 3.17137 1.40871  0.25
H 5.33660 -0.84229 -0.30443  0.54
S -2.90581 -0.66788 -1.76494  1.33
C -0.04816 -4.67007 -2.15840  -1.56
C -1.92340 -2.72173 1.54103  -0.85
N 2.01714 -0.61939 -0.17046  0.62
H -2.63732 0.39278 3.13731  0.39
H -2.50364 0.83955 1.43308  -0.20
C 0.15785 0.67641 4.40771  -1.30
H -1.10034 -1.61010 -5.54437  0.24
C 0.62536 2.55627 2.15964  -0.96
H -1.83610 4.26460 -1.23072  0.32
H 5.04313 -0.52645 2.14461  0.58
H 2.25452 1.67127 -0.75200  0.37
H -2.00999 -2.84445 0.46544  0.23
S 0.96510 -0.11263 -2.96143  -0.33
C -0.88916 3.75172 -1.14489  -1.02
H 1.21414 0.45943 4.56783  0.36
H -1.88777 1.91928 -0.72782  0.23
C 1.18490 -3.49283 1.67810  -1.16
O -2.59344 -1.93874 -2.34130  -0.70
C 0.36276 -0.50842 1.41328  3.24
C 0.32209 -0.61001 -4.48322  0.93
C -0.28204 -2.40560 4.02743  -1.29
C 4.34919 -0.72891 0.12039  -1.07
H -5.17071 -0.79725 -1.39073  0.49
C 0.01235 -3.37780 -1.51041  0.59
H -0.56565 7.49199 -2.17499  0.23
H -0.03604 1.63497 4.90373  0.46
H -1.28316 -1.67865 -3.82802  0.07
H -2.25190 -3.65165 2.01556  0.63
H -1.03694 -4.80195 -2.59966  0.34
C 1.83606 -0.50286 1.15432  -1.32
C -0.93621 2.40838 -0.84443  -1.05
C -4.30855 -0.78357 -0.72177  -0.83
H -4.25251 -1.70444 -0.14778  0.34
C 2.90389 -0.43916 2.03395  -0.80
H -0.32478 -3.48216 4.23867  0.45
H -4.34635 0.10114 -0.08932  0.30
N -0.63267 6.50738 -1.96575  -0.27
H -2.61311 -1.94123 1.87240  0.23
C 1.47973 3.60550 -1.15132  -0.70
O -1.70069 -0.40816 -0.65820  -0.41
H -1.52693 6.07046 -2.09637  0.14
H 1.76360 0.42142 -5.46527  0.21
Si -0.31291 1.02180 2.64719  0.31
C 4.17708 -0.55527 1.49532  -0.66
H 0.71516 -4.72386 -2.93516  0.39
H 2.45440 4.06229 -1.26033  0.46
O -2.93305 0.51084 -2.55206  -0.59
V 0.01523 -0.36690 -0.39381  -1.07
H -0.44464 -0.07001 4.91622  0.42
H 0.66505 -0.42064 -6.49577  0.21
Si -0.21448 -2.36617 2.18048  0.23
C 0.33874 4.39341 -1.30924  1.22
N 0.96432 -0.18264 -5.56177  -0.41
C 3.24360 -0.75397 -0.70139  -0.37
S 1.94941 6.58134 -1.50607  -0.29
H -2.51154 2.08503 2.68094  0.49
H 1.68063 -3.29056 0.73245  0.29
H 0.68349 3.15402 3.07368  0.65
H 2.74284 -0.33143 3.09785  0.49
N -0.74049 -1.38732 -4.62810  -0.24
H 3.30430 -0.86922 -1.77446  0.57
N 0.17278 1.65495 -0.69641  0.97
H 0.12901 -5.45592 -1.42281  0.40

Which value of E_tot does entry 6 give? -4132.0872 Ha

Among the records above, which one has the highest E_tot? C4H5N4O3

Repeat the third record exactly.
DFT (the ωB97M-V functional and the def2-TZVPD basis) results for a cluster of 5 separate species, C3H14O3S in total.

Computed properties:
- HOMO energy (alpha / beta) (eV) = -14.096 / -14.119
- <S²> = 1.76
- E_tot (Ha) = -746.0772
- multiplicity = 2
- charge = +1
- energy above the lowest of the compared OMol25 structures with the same formula, charge and spin (kcal per mole) = 131.3
- LUMO energy (alpha / beta) (eV) = -7.2 / -8.9

Each line ends with the Mulliken charge.
Geometry (Å):
H -1.04007 1.35365 0.38299  0.28
H -1.95517 -1.33347 0.61467  0.37
H -2.82070 -0.52587 1.65792  0.31
S 3.23369 -0.40928 0.20705  0.47
H -0.82281 1.12447 2.15980  0.29
O -1.19038 -0.93453 -0.90472  -0.46
O -1.14526 1.21806 -2.54551  -0.59
H 0.14939 2.31124 1.40446  0.43
H -1.04429 0.39699 -2.04551  0.35
H 1.29368 0.09903 1.87415  0.43
H -0.39046 1.35315 -3.12882  0.31
H 1.33411 -2.84333 -0.19060  0.33
C -0.33969 1.35097 1.21373  -1.21
H 0.30330 -0.63193 0.65554  0.20
H 1.51005 0.34382 -1.17727  0.29
H 2.27879 1.54882 -0.28243  0.41
H 1.61230 -2.32149 -0.64208  -0.30
C 0.75133 0.31640 0.93677  -0.26
H -1.24172 -1.64893 -1.58424  0.33
O -2.30347 -1.32304 1.51985  -0.63
C 1.82741 0.55526 -0.12576  -0.36